[1]
The following is a DFT calculation (ωB97M-V/def2-TZVPD) of a structure of composition C36H43BrN3OV in a non-equilibrium geometry.

Atoms and positions in Å:
V -0.91 0.69 -0.41
O 3.40 4.09 -1.88
C 2.64 3.08 -1.56
C 2.90 1.74 -1.93
C 2.02 0.75 -1.56
N 0.92 1.02 -0.86
C 0.66 2.28 -0.47
Br -2.38 1.17 -2.11
C 1.50 3.34 -0.79
H 4.18 3.89 -2.42
H 3.78 1.48 -2.50
H 2.19 -0.29 -1.81
H 1.30 4.34 -0.43
C -3.49 4.03 -0.15
C -2.19 4.83 -0.25
C -1.50 4.65 -1.60
C -1.33 4.58 0.96
C -1.23 5.63 1.86
C -0.52 5.52 3.04
C 0.04 4.30 3.37
C -0.02 3.20 2.52
C 0.50 1.91 3.12
C 1.20 0.90 2.22
C -0.66 1.23 3.88
C -0.64 3.35 1.24
N -0.47 2.35 0.30
C -2.35 0.80 1.03
C -3.16 -0.30 0.99
C -4.46 -0.41 1.59
C -5.16 -1.57 1.50
C -4.61 -2.69 0.83
C -3.36 -2.65 0.25
C -2.60 -1.45 0.31
N -1.42 -1.25 -0.28
C -0.63 -2.36 -0.57
C -0.36 -3.29 0.49
C 0.26 -4.49 0.20
C 0.72 -4.77 -1.08
C 0.49 -3.85 -2.10
C -0.17 -2.65 -1.88
C -0.54 -1.84 -3.10
C -1.68 -2.55 -3.84
C 0.65 -1.65 -4.05
C -0.59 -2.95 1.94
C -1.51 -3.98 2.61
C 0.76 -2.93 2.68
H -4.15 4.30 -0.98
H -4.02 4.27 0.77
H -3.31 2.96 -0.19
H -2.48 5.89 -0.21
H -1.19 3.62 -1.78
H -0.64 5.31 -1.68
H -2.20 4.93 -2.38
H -1.70 6.57 1.62
H -0.44 6.37 3.71
H 0.55 4.20 4.32
H 1.24 2.20 3.87
H 0.48 0.37 1.57
H 1.68 0.16 2.85
H 1.97 1.37 1.62
H -1.40 0.85 3.17
H -1.14 1.93 4.55
H -0.28 0.40 4.47
H -2.70 1.69 1.55
H -4.86 0.45 2.11
H -6.14 -1.66 1.93
H -5.18 -3.60 0.77
H -2.97 -3.51 -0.28
H 0.44 -5.20 0.99
H 1.24 -5.69 -1.29
H 0.79 -4.11 -3.10
H -0.89 -0.85 -2.79
H -1.34 -3.50 -4.25
H -2.04 -1.94 -4.66
H -2.52 -2.75 -3.17
H 0.88 -2.58 -4.58
H 1.54 -1.33 -3.52
H 0.41 -0.91 -4.81
H -1.04 -1.96 2.04
H -1.13 -4.99 2.51
H -2.51 -3.95 2.18
H -1.58 -3.76 3.67
H 1.18 -3.93 2.74
H 0.62 -2.57 3.69
H 1.47 -2.29 2.16

**Total charge**: +3
**Energy relative to the best compared isomer or geometry (same formula, charge and spin)**: 62.0 kJ/mol
**Largest force on an atom**: 0.0525 hartree/bohr
**⟨S²⟩**: 0.79
**Highest occupied orbital energy (alpha / beta)**: -0.608 / -0.608 Ha
**Spin multiplicity**: 2
**HOMO-LUMO gap (alpha / beta)**: 4.9 / 4.2 eV
**Total energy**: -5154.0568 Eh
**LUMO energy (alpha / beta)**: -11.66 / -12.31 eV

***

[2]
The following is a DFT calculation (ωB97M-V/def2-TZVPD) of a structure of composition C36H43I2N2PPb.

Atoms and positions in Å:
Pb 0.06 -0.76 0.23
I 3.89 -0.51 -0.45
C 3.65 1.03 -1.89
I 1.66 1.39 -2.53
H 4.22 0.75 -2.77
H 4.03 1.95 -1.46
C -5.14 -0.90 0.23
C -3.83 -0.78 -0.54
C -3.27 -2.16 -0.89
P -2.49 0.29 0.17
C -2.61 1.90 -0.72
C -4.01 2.52 -0.67
C -1.55 2.87 -0.21
C -2.66 0.71 1.93
C -3.88 1.08 2.47
C -4.02 1.47 3.81
C -5.34 1.90 4.36
C -2.87 1.49 4.61
C -1.64 1.14 4.10
C -1.50 0.72 2.75
N -0.28 0.48 2.23
C 0.89 0.40 3.04
C 1.97 1.22 2.67
C 1.84 2.22 1.56
C 3.12 1.19 3.43
C 3.26 0.34 4.53
C 4.52 0.32 5.35
C 2.19 -0.49 4.84
C 1.00 -0.48 4.13
C -0.05 -1.51 4.49
H -5.77 -1.64 -0.27
H -5.70 0.03 0.26
H -4.99 -1.24 1.25
H -4.03 -0.26 -1.48
H -3.05 -2.74 0.00
H -2.37 -2.11 -1.50
H -4.02 -2.72 -1.47
H -2.38 1.63 -1.76
H -4.22 2.91 0.33
H -4.79 1.82 -0.95
H -4.05 3.36 -1.37
H -1.74 3.15 0.83
H -1.57 3.78 -0.81
H -0.54 2.46 -0.29
H -4.76 1.10 1.85
H -6.13 1.85 3.61
H -5.29 2.92 4.74
H -5.63 1.26 5.20
H -2.94 1.82 5.64
H -0.76 1.23 4.72
H 1.14 3.02 1.82
H 1.47 1.77 0.63
H 2.80 2.67 1.34
H 3.94 1.86 3.17
H 5.27 1.00 4.95
H 4.95 -0.69 5.37
H 4.31 0.60 6.38
H 2.29 -1.18 5.67
H -0.34 -1.41 5.53
H 0.37 -2.51 4.36
H -0.94 -1.44 3.88
N -0.78 -2.50 1.51
C -1.06 -3.73 1.56
C -2.16 -4.24 2.41
C -3.26 -3.43 2.68
C -4.28 -3.90 3.50
C -4.18 -5.16 4.06
C -3.07 -5.96 3.81
C -2.06 -5.51 2.98
C -0.27 -4.64 0.69
C 1.10 -4.44 0.53
C 1.83 -5.27 -0.31
C 1.18 -6.28 -1.01
C -0.19 -6.48 -0.86
C -0.92 -5.67 0.00
H -3.33 -2.44 2.24
H -5.14 -3.28 3.70
H -4.97 -5.53 4.70
H -3.00 -6.94 4.25
H -1.20 -6.13 2.78
H 1.60 -3.66 1.09
H 2.89 -5.13 -0.42
H 1.75 -6.93 -1.66
H -0.68 -7.27 -1.40
H -1.98 -5.82 0.12

**Total charge**: +2
**Energy relative to the best compared isomer or geometry (same formula, charge and spin)**: 0.0 kJ/mol
**Largest force on an atom**: 0.0111 hartree/bohr
**Highest occupied orbital energy (alpha / beta)**: -0.497 / -0.488 Ha
**HOMO-LUMO gap (alpha / beta)**: 6.0 / 6.2 eV
**Total energy**: -2636.1773 Eh
**LUMO energy (alpha / beta)**: -7.58 / -7.09 eV

***

[3]
The following is a DFT calculation (ωB97M-V/def2-TZVPD) of a structure of composition C36H43N5OPPdS2.

Atoms and positions in Å:
Pd -0.53 -0.46 -0.12
S -0.88 4.85 5.40
N -1.03 3.26 5.51
C -1.03 2.80 4.27
C -1.12 1.40 3.88
C -1.29 0.36 4.79
C -1.34 -0.93 4.32
C -1.19 -1.15 2.96
N -1.03 -0.17 2.09
C -1.03 1.10 2.52
C -0.95 2.16 1.50
N -0.93 1.79 0.21
C -0.84 2.72 -0.73
C -0.77 4.08 -0.44
C -0.80 4.48 0.87
C -0.88 3.51 1.87
C -0.90 3.83 3.29
N -0.81 5.04 3.80
H -1.37 0.59 5.84
H -1.48 -1.77 4.99
H -1.19 -2.16 2.55
H -0.82 2.36 -1.75
H -0.70 4.79 -1.25
H -0.75 5.52 1.15
C 4.76 -0.23 1.37
C 3.26 -0.54 1.25
C 2.84 -1.55 2.33
C 2.47 0.76 1.53
P 2.73 -1.27 -0.42
N 1.14 -1.27 -0.64
C 3.24 -3.08 -0.53
C 4.67 -3.37 -0.08
C 3.06 -3.51 -1.99
C 2.24 -3.92 0.30
C 3.49 -0.25 -1.83
C 3.29 1.23 -1.49
C 2.68 -0.51 -3.11
C 4.97 -0.54 -2.07
H 4.95 0.15 2.38
H 5.08 0.54 0.67
H 5.39 -1.11 1.22
H 2.92 -1.07 3.31
H 3.48 -2.43 2.35
H 1.81 -1.86 2.20
H 2.46 0.94 2.61
H 1.44 0.66 1.20
H 2.90 1.63 1.06
H 5.41 -2.78 -0.62
H 4.88 -4.42 -0.27
H 4.81 -3.20 0.99
H 3.81 -3.07 -2.65
H 2.06 -3.27 -2.36
H 3.19 -4.60 -2.04
H 2.51 -3.97 1.35
H 2.24 -4.94 -0.09
H 1.22 -3.53 0.22
H 2.26 1.44 -1.20
H 3.52 1.82 -2.38
H 3.96 1.57 -0.70
H 1.62 -0.42 -2.93
H 2.88 -1.49 -3.55
H 2.98 0.24 -3.85
H 5.58 -0.41 -1.18
H 5.34 0.17 -2.83
H 5.14 -1.54 -2.46
O -2.88 -1.23 -0.03
S -3.77 -0.01 -0.05
C -3.38 0.89 -1.57
C -3.92 2.15 -1.78
C -3.62 2.83 -2.95
C -2.77 2.26 -3.89
C -2.21 1.01 -3.65
C -2.52 0.32 -2.48
C -5.39 -0.58 -0.55
C -6.50 0.24 -0.38
C -7.74 -0.23 -0.77
C -7.87 -1.51 -1.28
C -6.76 -2.33 -1.41
C -5.51 -1.87 -1.04
H -4.57 2.61 -1.04
H -4.05 3.81 -3.14
H -2.54 2.78 -4.81
H -1.55 0.56 -4.38
H -2.14 -0.67 -2.32
H -6.39 1.23 0.04
H -8.61 0.41 -0.65
H -8.85 -1.88 -1.57
H -6.87 -3.34 -1.80
H -4.62 -2.49 -1.13

**Total charge**: +1
**Energy relative to the best compared isomer or geometry (same formula, charge and spin)**: 0.0 kJ/mol
**Largest force on an atom**: 0.0160 hartree/bohr
**⟨S²⟩**: 2.01
**Highest occupied orbital energy (alpha / beta)**: -0.391 / -0.388 Ha
**Spin multiplicity**: 3
**HOMO-LUMO gap (alpha / beta)**: 7.7 / 7.4 eV
**Total energy**: -3012.0298 Eh
**LUMO energy (alpha / beta)**: -2.96 / -3.18 eV